No. 1
A structure of composition C30H43N2O7P2RuSi, computed with ωB97M-V/def2-TZVPD.

ORCA input file:
```
! RIJCOSX wB97M-V def2-TZVPD def2/J DEFGRID3
* xyz 0 6
Ru 0.58 -0.34 -0.82
C 3.46 3.19 -3.61
C 3.09 2.77 -2.19
O 4.00 3.38 -1.26
P 3.31 0.99 -1.94
O 2.54 0.14 -3.03
O 4.81 0.70 -2.39
O 2.97 0.53 -0.55
P 1.29 3.12 -1.82
O 1.45 3.75 -0.34
O 0.69 4.11 -2.74
O 0.68 1.73 -1.67
H 4.47 2.86 -3.86
H 3.41 4.28 -3.67
H 2.75 2.79 -4.34
H 3.52 3.54 -0.44
H 2.97 0.09 -3.90
H 5.46 1.11 -1.80
H 1.14 4.67 -0.35
C -1.66 0.02 -0.81
Si -2.14 0.77 0.79
C -0.94 0.01 2.02
N 0.45 0.11 1.51
C 1.08 1.46 1.79
C 2.36 1.37 2.62
C 2.15 0.47 3.84
C 1.68 -0.95 3.44
C 1.34 -1.00 1.95
C -3.86 0.27 1.35
C -4.91 1.18 1.40
C -6.20 0.78 1.74
C -6.45 -0.55 2.04
C -5.42 -1.48 2.01
C -4.13 -1.07 1.66
C -2.03 2.63 0.81
C -2.11 3.33 2.02
C -2.05 4.71 2.05
C -1.92 5.43 0.86
C -1.84 4.76 -0.35
C -1.90 3.36 -0.37
H -1.76 0.63 -1.70
H -2.10 -0.97 -0.96
H -1.21 -1.06 2.10
H -1.02 0.43 3.03
H 0.35 2.06 2.34
H 1.27 1.98 0.87
H 2.62 2.38 2.94
H 3.18 1.01 2.00
H 1.40 0.94 4.49
H 3.07 0.42 4.42
H 0.81 -1.24 4.02
H 2.46 -1.69 3.63
H 0.84 -1.92 1.72
H 2.25 -0.96 1.37
H -4.73 2.23 1.16
H -7.01 1.50 1.77
H -7.46 -0.87 2.31
H -5.61 -2.53 2.24
H -3.34 -1.82 1.62
H -2.22 2.79 2.96
H -2.11 5.24 3.00
H -1.87 6.51 0.88
H -1.72 5.30 -1.28
H -1.83 2.85 -1.33
C -0.58 -4.54 0.60
N 0.69 -5.07 0.14
C 0.52 -6.25 -0.69
C 1.62 -4.07 -0.41
C 1.19 -3.49 -1.74
C 1.32 -4.30 -2.88
C 0.82 -3.91 -4.11
C 0.18 -2.68 -4.24
C 0.11 -1.85 -3.13
C 0.62 -2.21 -1.88
H -1.26 -5.37 0.78
H -1.07 -3.87 -0.12
H -0.46 -4.02 1.55
H 0.01 -7.02 -0.11
H 1.50 -6.64 -0.97
H -0.05 -6.07 -1.61
H 2.59 -4.57 -0.52
H 1.75 -3.27 0.31
H 1.82 -5.26 -2.79
H 0.92 -4.56 -4.97
H -0.23 -2.37 -5.19
H -0.35 -0.87 -3.28
*
```

The expectation value of S² is 8.76. For the total energy, the calculation gives -78160.294 eV. Its energy relative to the best compared isomer or geometry (same formula, charge and spin) is 87.6 kJ/mol. The calculation puts the LUMO energy (alpha / beta) at 0.01413 / -0.03441 hartree.

Need the Mulliken charges? In units of e they are: number 1, Ru, carries -0.14; number 2, C, carries -1.78; number 3, C, carries 1.18; number 4, O, carries -0.62; number 5, P, carries 0.27; number 6, O, carries -0.35; number 7, O, carries -0.63; number 8, O, carries -0.36; number 9, P, carries 0.54; number 10, O, carries -0.74; number 11, O, carries -0.83; number 12, O, carries -0.22; number 13, H, carries 0.43; number 14, H, carries 0.38; number 15, H, carries 0.37; number 16, H, carries 0.44; number 17, H, carries 0.27; number 18, H, carries 0.41; number 19, H, carries 0.32; number 20, C, carries -1.38; number 21, Si, carries -0.68; number 22, C, carries -0.80; number 23, N, carries 1.34; number 24, C, carries 0.29; number 25, C, carries -0.77; number 26, C, carries -0.83; number 27, C, carries -1.10; number 28, C, carries -0.88; number 29, C, carries 0.61; number 30, C, carries -0.19; number 31, C, carries -0.72; number 32, C, carries -0.43; number 33, C, carries -0.70; number 34, C, carries -0.39; number 35, C, carries 0.71; number 36, C, carries -0.02; number 37, C, carries -0.79; number 38, C, carries -0.51; number 39, C, carries -0.70; number 40, C, carries -0.27; number 41, H, carries 0.80; number 42, H, carries 0.73; number 43, H, carries 0.52; number 44, H, carries 0.34; number 45, H, carries 0.48; number 46, H, carries -1.11; number 47, H, carries 0.56; number 48, H, carries 0.32; number 49, H, carries 0.28; number 50, H, carries 0.48; number 51, H, carries 0.27; number 52, H, carries 0.46; number 53, H, carries 0.53; number 54, H, carries 0.50; number 55, H, carries 0.31; number 56, H, carries 0.39; number 57, H, carries 0.36; number 58, H, carries 0.40; number 59, H, carries 0.21; number 60, H, carries 0.43; number 61, H, carries 0.41; number 62, H, carries 0.38; number 63, H, carries 0.43; number 64, H, carries 0.24; number 65, C, carries -0.76; number 66, N, carries 0.09; number 67, C, carries -1.15; number 68, C, carries -1.14; number 69, C, carries 1.38; number 70, C, carries -0.57; number 71, C, carries -0.77; number 72, C, carries -0.89; number 73, C, carries -0.16; number 74, C, carries 0.33; number 75, H, carries 0.43; number 76, H, carries 0.26; number 77, H, carries 0.18; number 78, H, carries 0.40; number 79, H, carries 0.31; number 80, H, carries 0.38; number 81, H, carries 0.60; number 82, H, carries -0.14; number 83, H, carries 0.42; number 84, H, carries 0.39; number 85, H, carries 0.44; number 86, H, carries 0.49


No. 2
A cluster of 2 separate species, C5H15NO2 in total at a distorted geometry, computed with ωB97M-V/def2-TZVPD.

ORCA input file:
```
! RIJCOSX wB97M-V def2-TZVPD def2/J DEFGRID3
* xyz 0 1
C 0.60 -1.49 2.39
C 0.17 -1.74 0.93
N 0.54 -0.71 -0.03
C -0.45 -0.22 -1.00
C 0.32 0.01 -2.40
C -0.93 1.13 -0.52
O -2.06 1.64 -1.25
H 1.69 -1.34 2.48
H 0.23 -0.58 2.84
H 0.35 -2.45 2.79
H 0.71 -2.69 0.75
H -0.85 -2.14 0.83
H 1.46 -0.71 -0.44
H -1.33 -0.92 -1.07
H 0.85 0.96 -2.29
H 1.07 -0.77 -2.53
H -0.45 -0.04 -3.14
H -0.16 1.89 -0.55
H -1.49 0.94 0.42
H -1.95 1.47 -2.20
O 0.75 2.93 1.26
H -0.18 2.75 1.17
H 1.12 2.08 1.55
*
```

For the total energy, the calculation gives -11011.877 eV. Its energy relative to the best compared isomer or geometry (same formula, charge and spin) is 199.6 kJ/mol. The calculation puts the LUMO energy at 0.03060 hartree.

Need the Mulliken charges? In units of e they are: number 1, C, carries -1.13; number 2, C, carries -0.59; number 3, N, carries -0.23; number 4, C, carries 0.25; number 5, C, carries -1.52; number 6, C, carries -0.81; number 7, O, carries -0.54; number 8, H, carries 0.28; number 9, H, carries 0.28; number 10, H, carries 0.39; number 11, H, carries 0.33; number 12, H, carries 0.37; number 13, H, carries 0.24; number 14, H, carries 0.28; number 15, H, carries 0.36; number 16, H, carries 0.49; number 17, H, carries 0.41; number 18, H, carries 0.50; number 19, H, carries 0.31; number 20, H, carries 0.31; number 21, O, carries -0.66; number 22, H, carries 0.36; number 23, H, carries 0.31


No. 3
A structure of composition C44H50BaN4O9S2Te at a distorted geometry, computed with ωB97M-V/def2-TZVPD.

ORCA input file:
```
! RIJCOSX wB97M-V def2-TZVPD def2/J DEFGRID3
* xyz -2 1
Ba 1.24 -1.91 0.33
C -2.76 3.27 5.18
C -1.80 3.33 4.01
C -2.45 3.90 2.76
C -0.68 4.32 4.46
C -1.16 1.98 3.66
C -1.32 1.43 2.42
C -0.69 0.21 2.05
N -0.62 -0.21 0.71
C -0.68 0.89 -0.18
C 0.20 1.98 0.00
C 0.03 3.15 -0.71
C -0.94 3.15 -1.68
C -1.71 2.03 -2.05
C -1.55 0.86 -1.26
O -2.25 -0.28 -1.50
C -2.62 2.11 -3.25
C -1.73 1.97 -4.52
C -3.68 1.00 -3.37
C -3.42 3.40 -3.22
C 1.03 4.27 -0.73
C 0.39 5.67 -0.56
C 1.84 4.18 -2.08
C 2.03 4.19 0.46
C -0.14 -0.62 3.05
O 0.22 -1.86 2.67
C 0.07 0.00 4.31
C -0.43 1.28 4.57
C 0.80 -0.77 5.44
C 0.85 0.08 6.71
C 2.25 -1.11 5.04
C 0.03 -2.05 5.77
H -3.00 4.28 5.46
H -2.26 2.81 6.03
H -3.71 2.75 4.99
H -2.93 4.87 2.97
H -3.20 3.20 2.38
H -1.71 4.10 1.91
H -1.13 5.32 4.68
H 0.08 4.47 3.66
H -0.16 3.99 5.33
H -1.81 1.88 1.58
H 0.89 1.90 0.85
H -0.95 4.03 -2.28
H -1.42 0.93 -4.57
H -0.87 2.64 -4.53
H -2.36 2.11 -5.39
H -3.28 0.04 -3.69
H -4.41 1.32 -4.13
H -4.19 0.87 -2.40
H -2.84 4.29 -3.05
H -4.22 3.40 -2.45
H -3.93 3.54 -4.19
H -0.53 5.81 -1.19
H 1.08 6.46 -0.87
H 0.10 5.82 0.49
H 1.23 4.48 -2.94
H 2.24 3.17 -2.21
H 2.70 4.87 -2.02
H 1.52 4.11 1.44
H 2.71 5.09 0.48
H 2.67 3.37 0.29
H -0.31 1.71 5.55
H 1.29 1.08 6.55
H 1.42 -0.45 7.45
H -0.13 0.24 7.15
H 2.73 -0.22 4.63
H 2.24 -1.87 4.25
H 2.81 -1.42 5.92
H -1.01 -1.89 6.10
H 0.55 -2.67 6.51
H -0.04 -2.61 4.85
O -4.04 -6.69 0.73
C -3.45 -6.20 -0.39
O -3.93 -6.48 -1.46
C -2.29 -5.32 -0.01
C -2.45 -4.50 1.13
N -1.36 -3.73 1.25
N -0.50 -4.03 0.28
C -0.99 -4.98 -0.52
C -0.29 -5.36 -1.81
O 0.07 -6.50 -2.16
O -0.19 -4.25 -2.50
H -3.42 -6.49 1.47
H -3.30 -4.39 1.80
H -1.15 -2.95 1.89
O 4.44 -4.27 -0.27
S 5.59 -4.50 -1.12
O 6.41 -5.58 -0.66
N 6.31 -3.08 -1.33
C 5.81 -2.37 -2.40
O 5.94 -1.20 -2.71
C 4.89 -3.22 -3.25
C 4.18 -2.95 -4.41
C 3.49 -3.97 -5.04
C 3.54 -5.31 -4.57
C 4.28 -5.58 -3.40
C 4.89 -4.53 -2.76
H 4.22 -1.92 -4.72
H 2.84 -3.72 -5.92
H 2.91 -6.11 -5.00
H 4.21 -6.58 -2.96
Te -1.39 -2.08 -1.76
C -0.66 -1.42 -3.63
C -1.20 -1.58 -4.88
C -0.35 -1.10 -5.91
C 0.86 -0.65 -5.43
S 0.86 -0.63 -3.73
H -2.18 -2.01 -5.01
H -0.55 -1.18 -6.98
H 1.76 -0.22 -5.87
*
```

For the total energy, the calculation gives -100488.338 eV. Its energy relative to the best compared isomer or geometry (same formula, charge and spin) is 230.9 kJ/mol. The calculation puts the LUMO energy at 0.13573 hartree.

Atomic partial charges in e from the Mulliken method, atoms 1 to 99: number 1, Ba, carries 1.67; number 2, C, carries -1.80; number 3, C, carries 2.29; number 4, C, carries -1.97; number 5, C, carries -1.42; number 6, C, carries -0.21; number 7, C, carries 0.00; number 8, C, carries -1.01; number 9, N, carries -0.91; number 10, C, carries 0.17; number 11, C, carries 0.22; number 12, C, carries 1.12; number 13, C, carries -0.98; number 14, C, carries -0.60; number 15, C, carries 0.59; number 16, O, carries -1.38; number 17, C, carries 2.22; number 18, C, carries -1.00; number 19, C, carries -1.80; number 20, C, carries -1.83; number 21, C, carries 1.85; number 22, C, carries -1.67; number 23, C, carries -1.67; number 24, C, carries -1.82; number 25, C, carries 0.86; number 26, O, carries -1.46; number 27, C, carries 0.02; number 28, C, carries -0.36; number 29, C, carries 2.35; number 30, C, carries -2.30; number 31, C, carries -1.61; number 32, C, carries -1.70; number 33, H, carries 0.48; number 34, H, carries 0.31; number 35, H, carries 0.37; number 36, H, carries 0.45; number 37, H, carries 0.41; number 38, H, carries 0.16; number 39, H, carries 0.43; number 40, H, carries 0.02; number 41, H, carries 0.36; number 42, H, carries 0.44; number 43, H, carries -0.01; number 44, H, carries 0.54; number 45, H, carries -0.05; number 46, H, carries 0.21; number 47, H, carries 0.46; number 48, H, carries 0.10; number 49, H, carries 0.52; number 50, H, carries 0.34; number 51, H, carries 0.37; number 52, H, carries 0.34; number 53, H, carries 0.44; number 54, H, carries 0.24; number 55, H, carries 0.49; number 56, H, carries 0.32; number 57, H, carries 0.31; number 58, H, carries 0.33; number 59, H, carries 0.46; number 60, H, carries 0.11; number 61, H, carries 0.40; number 62, H, carries 0.48; number 63, H, carries 0.23; number 64, H, carries 0.37; number 65, H, carries 0.50; number 66, H, carries 0.38; number 67, H, carries 0.29; number 68, H, carries 0.25; number 69, H, carries 0.48; number 70, H, carries 0.30; number 71, H, carries 0.46; number 72, H, carries 0.33; number 73, O, carries -0.49; number 74, C, carries 0.65; number 75, O, carries -0.57; number 76, C, carries 0.73; number 77, C, carries -0.83; number 78, N, carries 0.70; number 79, N, carries -0.81; number 80, C, carries -0.32; number 81, C, carries 0.31; number 82, O, carries -0.73; number 83, O, carries -0.75; number 84, H, carries 0.38; number 85, H, carries 0.45; number 86, H, carries 0.14; number 87, O, carries -0.56; number 88, S, carries 1.16; number 89, O, carries -0.68; number 90, N, carries -0.68; number 91, C, carries 0.32; number 92, O, carries -0.70; number 93, C, carries 0.12; number 94, C, carries -0.30; number 95, C, carries -0.34; number 96, C, carries -0.30; number 97, C, carries -0.56; number 98, C, carries 0.13; number 99, H, carries 0.54